[1]
Density functional theory data (ωB97M-V/def2-TZVPD) for C42H35N8PrSb as an isolated structure.

The geometry in ORCA input format:
```
! wB97M-V def2-TZVPD RIJCOSX def2/J DEFGRID3
* xyz 1 3
Pr 7.01861 -5.52227 17.10365
C 5.36563 -7.48600 14.52208
C 6.82212 -7.30880 14.02087
C 7.06273 -7.41145 12.70089
C 8.34464 -7.27334 12.20254
C 9.35923 -7.12791 13.11608
C 9.06344 -6.87068 14.46463
N 7.79368 -6.89238 14.91267
Sb 10.69558 -6.57002 15.87297
C 9.80329 -7.83751 17.31233
C 10.43141 -9.08420 17.41608
C 10.05041 -9.93712 18.41973
C 9.03833 -9.54201 19.19484
C 8.39073 -8.28828 19.06698
C 7.44354 -7.84888 20.08902
N 8.77879 -7.45388 18.06751
C 10.24431 -4.59890 16.64490
C 11.44829 -4.21219 17.16849
C 11.47876 -2.91749 17.79984
C 10.31730 -2.20307 17.84078
C 9.14000 -2.67345 17.28593
C 7.84108 -1.89883 17.46534
N 9.11456 -3.85711 16.67684
H 4.69604 -7.11087 13.72994
H 5.10586 -8.48583 14.87084
H 5.23027 -6.92508 15.46835
H 6.20730 -7.67596 12.07081
H 8.54985 -7.22514 11.14602
H 10.40503 -7.17419 12.76658
H 11.31191 -9.17766 16.78774
H 10.37701 -10.99279 18.48448
H 8.72909 -10.10537 20.09842
H 6.91504 -6.90368 19.68535
H 6.77556 -8.66431 20.37738
H 8.10737 -7.56570 20.88372
H 12.27735 -4.86522 17.22088
H 12.34719 -2.58946 18.29150
H 10.29360 -1.25308 18.39898
H 7.00254 -2.40453 16.98700
H 7.69557 -1.96350 18.54147
H 7.87089 -0.89991 17.14790
C 6.13923 -4.10245 11.97482
C 4.84581 -4.23033 12.47044
C 4.61011 -4.22345 13.83380
C 5.61532 -3.95285 14.76505
C 6.89462 -3.86363 14.27942
C 7.13024 -3.87512 12.92830
N 5.29470 -4.08939 16.12544
C 4.19712 -3.38617 16.57966
C 3.69869 -2.20865 15.96178
C 2.62274 -1.59209 16.50857
C 1.80280 -2.15968 17.47042
C 2.30922 -3.26439 18.06873
C 3.54224 -3.79579 17.74830
N 3.67180 -5.03990 18.29326
N 4.70823 -5.72241 18.19266
C 4.53971 -7.13644 18.37295
C 3.51842 -7.79838 19.03772
C 3.59900 -9.18119 19.11613
C 4.63987 -9.88470 18.55242
C 5.56886 -9.13080 17.77316
N 5.53620 -7.80624 17.71418
H 6.39716 -4.32628 10.91342
H 4.04315 -4.19471 11.78261
H 3.55395 -4.39665 14.14665
H 7.78331 -3.63917 14.99809
H 8.12195 -3.69074 12.55855
H 4.21761 -1.75850 15.09332
H 2.28814 -0.74281 15.94578
H 0.83665 -1.74628 17.66673
H 1.83029 -3.84362 18.79821
H 2.70069 -7.31821 19.55015
H 2.79556 -9.74093 19.64573
H 4.84532 -11.00706 18.70283
H 6.41804 -9.55616 17.11631
N 8.86357 -3.11097 24.35834
C 8.52469 -3.50147 23.31165
C 8.16694 -3.92883 21.98323
C 6.93004 -3.73338 21.47272
C 6.59259 -4.06605 20.18717
C 7.53455 -4.58426 19.30140
C 8.85371 -4.69330 19.79314
C 9.17387 -4.48697 21.17645
H 6.12121 -3.28663 21.91137
H 5.55628 -3.85133 19.76280
H 9.72702 -4.98601 19.12019
H 10.07410 -4.88171 21.65420
*
```

Properties
expectation value of S² = 2.003
HOMO level (spin up / spin down) = -0.362 / -0.362 hartree
orbital gap (spin up / spin down) = 6.689 / 6.698 eV

[2]
Density functional theory data (ωB97M-V/def2-TZVPD) for C42H36Cl2IN2O7PPr as an isolated structure.

The geometry in ORCA input format:
```
! wB97M-V def2-TZVPD RIJCOSX def2/J DEFGRID3
* xyz -1 3
Pr 0.47576 1.39056 -0.67098
C 2.00781 -1.05857 3.75690
C 2.40311 -1.61412 2.40689
N 3.21597 -2.68739 2.51651
C 3.61639 -3.29517 1.40122
C 3.23374 -2.94915 0.13159
C 3.76251 -3.73902 -1.02793
O 2.79059 -4.60127 -1.63433
C 2.33508 -1.84571 -0.04724
C 1.83823 -1.61156 -1.33183
N 1.17023 -0.53420 -1.84195
C 0.40484 -0.77515 -2.94880
C -0.17616 -2.03592 -3.23674
C -0.95457 -2.24889 -4.35425
C -1.22273 -1.22037 -5.25173
C -0.67683 0.03319 -5.01073
C 0.12470 0.22292 -3.90622
I 1.09925 2.12709 -3.66320
C 1.99835 -1.15292 1.16500
O 1.13030 -0.06641 0.95338
H 2.40956 -1.74551 4.49799
H 0.92847 -0.99618 3.88432
H 2.42374 -0.06827 3.93778
H 4.29146 -4.13457 1.55409
H 4.61472 -4.33529 -0.68391
H 4.10760 -3.08120 -1.82742
H 2.28610 -5.00354 -0.91988
H 2.06573 -2.37648 -2.06940
H -0.02722 -2.83255 -2.51786
H -1.37300 -3.23375 -4.52254
H -1.82859 -1.38742 -6.13188
H -0.85262 0.85062 -5.69677
C 4.80298 3.18637 0.37589
C 3.57497 3.21546 -0.51961
C 3.85214 4.00498 -1.79480
O 3.15329 1.86968 -0.83576
C 2.36442 3.89486 0.19770
O 2.57948 4.80684 0.97408
O 1.23337 3.40654 -0.15157
H 5.69842 2.93734 -0.20002
H 4.67682 2.44488 1.16565
H 4.92596 4.16406 0.83738
H 4.56952 3.47236 -2.42718
H 4.27127 4.97517 -1.53055
H 2.93588 4.16493 -2.36448
H 3.76103 1.51605 -1.49183
C -2.92390 -5.10885 0.33418
C -1.62814 -4.75036 0.68043
C -1.23043 -3.42578 0.60314
C -2.12083 -2.43461 0.18704
C -3.41601 -2.80489 -0.16475
C -3.81462 -4.13359 -0.08760
P -1.48289 -0.70245 0.19066
C -2.97863 0.11054 -0.53665
C -3.90874 0.87510 0.15549
C -4.96070 1.47497 -0.52439
C -5.09553 1.31826 -1.89599
C -4.17622 0.54826 -2.59431
C -3.12534 -0.04799 -1.91766
C -1.56497 -0.33842 1.97352
C -2.70151 -0.69344 2.72323
C -2.93594 -0.12386 3.96251
C -2.08845 0.86378 4.45310
C -0.90854 1.21973 3.76260
C -0.04347 2.24838 4.21268
C 1.14383 2.53377 3.55666
C 1.54865 1.74672 2.49210
C 0.70587 0.74267 2.02087
C -0.58648 0.52052 2.55931
H -3.23870 -6.14386 0.38996
H -0.92957 -5.50778 1.01577
H -0.21822 -3.14608 0.88190
H -4.12351 -2.05512 -0.49198
H -4.83011 -4.40318 -0.35200
H -3.79888 1.01759 1.22317
H -5.67202 2.08048 0.02402
H -5.91003 1.80520 -2.41870
H -4.26873 0.42288 -3.66675
H -2.40958 -0.65772 -2.46079
H -3.41062 -1.40281 2.31308
H -3.81038 -0.42432 4.52875
H -2.31475 1.36624 5.38664
H -0.34445 2.82447 5.08020
H 1.77481 3.35360 3.87543
H 2.52345 1.88632 2.03717
Cl -3.32585 4.79602 -0.11508
C -1.58438 4.48991 -0.23745
Cl -0.87130 5.43961 -1.53866
C -1.35964 2.98166 -0.44551
O -1.20997 2.28781 0.57932
O -1.26420 2.51027 -1.60094
H -1.13246 4.78702 0.70132
*
```

Properties
expectation value of S² = 2.003
energy relative to the best compared isomer or geometry (same formula, charge and spin) = 42.99 kcal/mol
HOMO level (spin up / spin down) = -0.078 / -0.078 hartree
orbital gap (spin up / spin down) = 3.839 / 3.849 eV

[3]
Density functional theory data (ωB97M-V/def2-TZVPD) for C42H36N8O5P2PbS3 as an isolated structure.

The geometry in ORCA input format:
```
! wB97M-V def2-TZVPD RIJCOSX def2/J DEFGRID3
* xyz -2 1
Pb 0.07720 0.13700 -0.48770
C -2.68440 -4.58590 2.14120
N -1.96500 -3.35030 2.20900
C -2.02730 -2.41740 3.19950
C -1.21360 -1.38940 2.81040
N -0.67920 -1.66480 1.60880
C -1.14370 -2.83870 1.24980
P -0.53460 -3.78860 -0.17620
C 1.14410 -3.09910 -0.09390
N 1.48650 -1.84740 0.10790
C 2.82350 -1.82560 0.27300
C 3.31260 -3.09830 0.16520
N 2.23730 -3.90270 -0.06650
C 2.23820 -5.32170 -0.27300
C -1.14380 -2.84130 -1.59530
N -0.81110 -1.62240 -1.95720
C -1.44290 -1.37210 -3.12310
C -2.17430 -2.46980 -3.48000
N -1.97080 -3.40460 -2.51330
C -2.59970 -4.68660 -2.41060
H -3.37290 -4.65760 2.98200
H -3.26130 -4.62020 1.21430
H -1.99120 -5.43150 2.17100
H -2.63180 -2.55490 4.07290
H -0.96590 -0.48170 3.31910
H 3.33470 -0.90750 0.47950
H 4.30780 -3.49400 0.24390
H 3.26420 -5.68140 -0.33160
H 1.72920 -5.82890 0.55230
H 1.72140 -5.55930 -1.20450
H -1.34490 -0.41910 -3.60810
H -2.81800 -2.65600 -4.31530
H -3.20120 -4.85990 -3.30150
H -1.84620 -5.47280 -2.31950
H -3.25030 -4.70960 -1.53220
O 2.70410 0.41560 2.94750
C 1.71870 1.10780 2.71130
O 1.10200 1.27860 1.61840
C 1.08100 1.94130 3.81670
C 1.75100 2.33780 4.96450
C 1.14100 3.20670 5.85290
C -0.13600 3.68310 5.58890
C -0.81880 3.25640 4.46660
C -0.22140 2.36960 3.57810
P -1.09680 1.74980 2.08550
C -1.26800 3.32760 1.17590
C -2.07460 3.34990 0.03930
C -2.28800 4.53000 -0.64730
C -1.64670 5.69270 -0.25190
C -0.77390 5.65810 0.82180
C -0.59030 4.48830 1.53620
C -2.77250 1.55590 2.87680
C -2.82850 1.01890 4.16810
C -3.97780 0.44120 4.66910
C -5.11870 0.37160 3.88800
C -5.09020 0.91170 2.61270
C -3.93540 1.48120 2.11210
H 2.75330 1.96660 5.13240
H 1.66130 3.53550 6.74390
H -0.60310 4.39250 6.26120
H -1.81120 3.63110 4.25220
H -2.51660 2.43250 -0.32030
H -2.94630 4.54040 -1.50450
H -1.80460 6.61820 -0.79050
H -0.23100 6.55010 1.11310
H 0.09080 4.48120 2.37510
H -1.95160 1.05060 4.80530
H -3.96950 0.00510 5.66320
H -6.01080 -0.11200 4.26730
H -5.97150 0.86680 1.98710
H -3.93100 1.86300 1.10430
O 2.61650 1.96950 -1.67790
C 2.72500 0.91580 -2.26630
N 1.94680 -0.18910 -2.10990
C 2.42700 -1.23800 -2.80330
O 2.01580 -2.39230 -2.81330
C 3.64480 -0.76890 -3.57130
C 4.50890 -1.40470 -4.43500
C 5.55210 -0.66040 -4.97820
C 5.71130 0.68140 -4.66880
C 4.83320 1.32080 -3.79880
C 3.81270 0.57490 -3.25350
H 4.37530 -2.44880 -4.68210
H 6.25050 -1.13400 -5.65680
H 6.53210 1.23550 -5.10970
H 4.93660 2.36910 -3.55860
S -4.16180 -2.25630 -0.02810
C -3.17310 -0.99280 -0.10670
N -2.42040 -0.10490 -0.17950
C -1.68200 5.44940 -4.14710
O -0.98810 4.34950 -3.62070
C -1.54010 3.11450 -3.75860
S -3.02860 2.94370 -4.48510
S -0.54730 1.87270 -3.23430
H -1.15670 6.33890 -3.79900
H -2.72440 5.45930 -3.81100
H -1.68660 5.42120 -5.24380
*
```

Properties
energy relative to the best compared isomer or geometry (same formula, charge and spin) = 40.07 kcal/mol
HOMO level = -0.066 hartree
orbital gap = 5.690 eV

[4]
Density functional theory data (ωB97M-V/def2-TZVPD) for C42H37BFI2N5O17PS as an isolated structure.

The geometry in ORCA input format:
```
! wB97M-V def2-TZVPD RIJCOSX def2/J DEFGRID3
* xyz 1 1
C -5.60093 -0.15277 5.13729
O -4.41140 -0.27896 6.00034
B -3.23747 -0.49423 5.15439
O -3.17022 0.03354 3.79312
C -1.94540 -1.29745 5.73588
N -1.83747 -2.72897 5.33660
C -0.58787 -3.06417 6.05834
N -0.11123 -4.31529 5.92079
I -1.29744 -5.58477 4.73325
P 1.35687 -5.03918 6.56857
N 1.52279 -6.69459 5.93243
O 1.01974 -5.29106 8.27496
N 0.02985 -2.01785 6.85212
C 1.20124 -1.86266 7.74334
C 2.37206 -1.08688 6.91247
C 3.28889 -2.05162 5.99586
I 5.32131 -1.17893 5.92476
N -0.81754 -0.93129 6.59939
S -0.78349 0.71527 7.09731
O -2.04563 1.10366 7.89083
O -0.75639 1.66520 5.88273
F 0.52941 1.16311 8.04696
H -5.55403 -0.85638 4.20010
H -6.56959 -0.45147 5.70850
H -5.71064 0.96444 4.82729
H -3.50465 -0.71795 3.22702
H 0.73170 -7.29254 6.27027
H 2.37298 -7.13627 6.33886
H 0.18950 -4.77080 8.49199
H 0.84340 -1.24281 8.67022
H 1.65927 -2.81370 8.19092
H 1.80842 -0.35414 6.19432
H 2.96271 -0.41975 7.64047
H 2.93691 -2.08978 4.90270
H 3.40662 -3.08601 6.48093
C 2.16803 -0.49352 0.89761
C 1.90445 -1.50220 1.73082
C 2.60627 -2.79731 1.61310
O 2.36417 -3.72092 2.37382
C 3.61143 -2.93176 0.53916
C 3.87533 -1.92315 -0.29441
C 3.17392 -0.62828 -0.17699
O 3.41542 0.29440 -0.93640
H 1.66277 0.46179 0.96907
H 1.17087 -1.41968 2.52388
H 4.11664 -3.88690 0.46779
H 4.60861 -2.00574 -1.08698
C -8.39935 -2.20933 2.12127
C -9.53344 -2.87266 2.35703
C -9.52913 -4.17311 3.05826
O -10.56349 -4.78082 3.27248
C -8.22120 -4.70994 3.48974
C -7.08757 -4.04639 3.25384
C -7.09264 -2.74600 2.55257
O -6.05510 -2.13706 2.33821
H -8.38440 -1.25690 1.60891
H -10.49921 -2.49271 2.04822
H -8.23620 -5.66357 4.00284
H -6.12103 -4.42595 3.56261
C -9.30568 1.57515 0.17811
C -9.54600 2.52264 -0.73067
C -10.92618 2.87423 -1.12474
O -11.14640 3.73775 -1.95578
C -12.02896 2.13759 -0.47274
C -11.78823 1.19006 0.43607
C -10.40850 0.83878 0.82983
O -10.18767 -0.02660 1.66266
H -8.30072 1.30450 0.47797
H -8.74932 3.07210 -1.21707
H -13.03376 2.40820 -0.77251
H -12.58480 0.64051 0.92259
C 6.85161 2.31298 -2.03879
C 6.58801 1.30432 -1.20548
C 7.28960 0.00953 -1.32325
O 7.04761 -0.91388 -0.56298
C 8.29510 -0.12508 -2.39758
C 8.55884 0.88352 -3.23096
C 7.85702 2.17858 -3.11317
O 8.09870 3.10140 -3.87304
H 6.34635 3.26814 -1.96725
H 5.85487 1.38671 -0.41276
H 8.80029 -1.08032 -2.46910
H 9.29217 0.80095 -4.02393
C 7.20380 1.46455 -9.59330
C 6.63854 2.65840 -9.78727
C 6.66738 3.69895 -8.73877
O 6.14926 4.79072 -8.91334
C 7.34699 3.36781 -7.46905
C 7.91205 2.17429 -7.27549
C 7.88328 1.13352 -8.32372
O 8.40129 0.04325 -8.14774
H 7.19140 0.69019 -10.35025
H 6.13737 2.91712 -10.71151
H 7.35956 4.14202 -6.71171
H 8.41315 1.91590 -6.35070
C 1.47494 5.98965 -11.83918
C 2.29859 4.98051 -12.12997
C 3.32393 4.52642 -11.16786
O 4.07801 3.60511 -11.43470
C 3.40125 5.23126 -9.87111
C 2.57708 6.24061 -9.58074
C 1.55191 6.69469 -10.54265
O 0.79741 7.61525 -10.27727
H 0.71848 6.33569 -12.53261
H 2.25475 4.45302 -13.07504
H 4.15749 4.88586 -9.17736
H 2.62072 6.76820 -8.63580
*
```

Properties
HOMO level = -0.401 hartree
orbital gap = 6.158 eV

[5]
Density functional theory data (ωB97M-V/def2-TZVPD) for C42H37Cl3N8ORuS2 as an isolated structure.

The geometry in ORCA input format:
```
! wB97M-V def2-TZVPD RIJCOSX def2/J DEFGRID3
* xyz 1 6
Ru -0.00603 0.15479 0.07007
S 5.70254 0.00852 -5.28209
N 5.35634 1.17713 -4.20993
C 4.26535 0.83132 -3.54071
C 3.62280 1.58516 -2.51259
C 4.10502 2.79358 -2.02820
C 3.40288 3.44561 -1.02459
C 2.21382 2.88437 -0.56813
N 1.72729 1.74176 -1.00756
C 2.42338 1.04465 -1.94662
C 1.95899 -0.24171 -2.30728
N 0.90713 -0.78004 -1.60992
C 0.45765 -1.98084 -1.95923
C 0.96895 -2.72680 -3.00458
C 2.06777 -2.23207 -3.70755
C 2.58735 -1.00155 -3.34560
C 3.74649 -0.43312 -3.96288
N 4.46647 -0.98257 -4.92875
H 5.02284 3.19335 -2.43201
H 3.75916 4.36918 -0.60038
H 1.64030 3.38041 0.20682
H -0.34887 -2.38586 -1.35953
H 0.53105 -3.68121 -3.24490
H 2.52710 -2.78841 -4.50991
C -6.89545 0.67662 1.72744
C -5.87876 1.36510 0.80816
C -5.59084 0.43685 -0.37555
C -6.49771 2.66024 0.26004
C -4.61205 1.69325 1.58773
C -4.67823 2.59884 2.65609
C -3.56611 2.95605 3.39694
C -2.33922 2.41740 3.05189
S -0.76951 2.68258 3.77472
C -0.07402 1.62482 2.57930
N -0.95005 1.11886 1.71404
C -2.23218 1.52544 1.96891
C -3.37875 1.14436 1.26798
C 1.30904 1.29631 2.43873
C 2.31097 1.72998 3.31929
C 3.62029 1.37185 3.08696
C 3.94658 0.57559 1.99676
C 2.95545 0.13819 1.12490
C 1.63710 0.49302 1.32862
H -7.80584 0.46086 1.17315
H -7.16190 1.30115 2.57428
H -6.49546 -0.25985 2.10655
H -6.51265 0.25083 -0.92344
H -5.20276 -0.51913 -0.03277
H -4.87523 0.89454 -1.05454
H -7.36769 2.42397 -0.34820
H -5.78767 3.20331 -0.35994
H -6.82530 3.32097 1.05616
H -5.62745 3.03389 2.92420
H -3.65586 3.65246 4.21389
H -3.25048 0.40273 0.49569
H 2.03782 2.33921 4.16864
H 4.39799 1.72066 3.74744
H 4.97294 0.28693 1.82266
H 3.24444 -0.49156 0.29114
Cl -1.22009 -6.06705 4.29829
C -1.34072 -4.77908 3.17941
C -0.17689 -4.17342 2.71386
C -0.27274 -3.13863 1.81448
Cl 1.14150 -2.40239 1.17735
C -1.51683 -2.61578 1.34780
O -1.59650 -1.63842 0.54129
C -2.66862 -3.29679 1.85197
Cl -4.19573 -2.71839 1.33587
C -2.58951 -4.34807 2.73764
H 0.78884 -4.50611 3.05460
H -3.48299 -4.83798 3.09322
C -4.22761 -0.71193 -3.65573
C -3.05893 -1.50894 -3.09307
N -2.41638 -0.74764 -2.04817
C -2.27848 0.58983 -2.07276
N -1.45402 1.13097 -1.19728
C -1.29814 2.56814 -1.17807
C -2.59013 3.27263 -1.57477
C -2.97305 2.75866 -2.95303
N -3.01251 1.31039 -2.95142
C -3.73555 0.67616 -4.03868
H -5.00675 -0.63088 -2.89913
H -4.63872 -1.20783 -4.53283
H -2.33256 -1.72659 -3.88892
H -3.40287 -2.45589 -2.67486
H -2.11292 -1.21311 -1.19758
H -0.49868 2.85064 -1.87956
H -0.98151 2.87032 -0.17346
H -2.43942 4.35130 -1.60011
H -3.37188 3.04409 -0.84648
H -2.25417 3.11736 -3.70075
H -3.96562 3.12213 -3.23390
H -3.08878 0.62053 -4.92315
H -4.58815 1.31571 -4.28654
*
```

Properties
expectation value of S² = 8.760
energy relative to the best compared isomer or geometry (same formula, charge and spin) = 28.59 kcal/mol
HOMO level (spin up / spin down) = -0.323 / -0.349 hartree
orbital gap (spin up / spin down) = 5.247 / 5.324 eV

Electronic energy across the listed records, respectively: -2816.52209 -4334.89953 -4506.63950 -4634.55574 -4407.64075 a.u..